186
Properties=species:S:1:pos:R:3:lowdin_charge:R:1 method="wB97M-V/def2-TZVPD" multiplicity=1 smiles=c1cc[nH]c1.c1cc[nH]c1.c1cc[nH]c1.COCCNCCOC.COCCNCCOC.COCCNCCOC.COCCNCCOC.COCCNCCOC.CCCC#N.CCCC#N.CCCC#N e_tot_ev=-94653.2881 fmax_ha_per_bohr=0.054 orbital_gap_ha=0.308 homo_ha=-0.29352 e_lumo_ev=0.4
C 30.692 -5.167 -28.725 -0.12
C 29.520 -5.753 -29.192 -0.15
C 29.341 -6.957 -28.566 -0.11
N 30.450 -7.140 -27.755 0.02
C 31.332 -6.097 -27.944 -0.14
H 30.956 -4.160 -29.015 0.07
H 28.922 -5.314 -29.977 0.08
H 28.534 -7.669 -28.572 0.10
H 30.741 -7.900 -27.159 0.08
H 32.308 -6.194 -27.495 0.11
C 28.666 -7.458 -24.971 -0.12
C 27.711 -7.115 -23.936 -0.09
C 27.569 -8.255 -23.201 -0.15
N 28.237 -9.295 -23.788 0.01
C 28.909 -8.799 -24.869 -0.16
H 29.191 -6.752 -25.591 0.06
H 27.426 -6.118 -23.644 0.08
H 26.947 -8.468 -22.343 0.11
H 28.228 -10.210 -23.384 0.14
H 29.642 -9.411 -25.374 0.09
C 31.732 -6.209 -23.105 -0.14
C 32.977 -6.060 -22.489 -0.12
C 33.795 -5.383 -23.422 -0.12
N 32.995 -5.040 -24.486 0.02
C 31.730 -5.493 -24.272 -0.14
H 30.888 -6.761 -22.718 0.09
H 33.319 -6.521 -21.577 0.09
H 34.846 -5.168 -23.518 0.10
H 33.203 -4.467 -25.301 0.09
H 30.900 -5.490 -24.958 0.09
C 30.808 1.238 -23.509 -0.13
O 32.012 1.885 -23.846 -0.18
C 32.028 2.273 -25.226 -0.22
C 32.942 1.360 -25.999 -0.21
N 32.341 0.028 -26.131 -0.08
C 32.867 -0.765 -27.284 -0.19
C 32.571 -2.266 -27.164 -0.21
O 33.401 -2.838 -26.199 -0.21
C 34.725 -3.118 -26.642 -0.08
H 30.606 0.339 -24.093 0.07
H 29.979 1.958 -23.485 0.09
H 30.839 0.935 -22.457 0.09
H 32.449 3.286 -25.237 0.12
H 31.047 2.468 -25.659 0.10
H 33.948 1.244 -25.575 0.12
H 33.198 1.729 -26.999 0.12
H 32.546 -0.525 -25.301 0.11
H 33.897 -0.383 -27.342 0.11
H 32.270 -0.263 -28.054 0.10
H 32.617 -2.620 -28.199 0.11
H 31.522 -2.300 -26.863 0.12
H 35.382 -2.262 -26.457 0.09
H 34.804 -3.355 -27.702 0.10
H 35.187 -3.887 -26.023 0.08
C 35.131 -7.038 -33.737 -0.11
O 34.918 -7.769 -32.546 -0.21
C 33.724 -7.371 -31.904 -0.22
C 33.582 -7.769 -30.414 -0.20
N 34.730 -7.493 -29.572 -0.05
C 35.862 -8.419 -29.812 -0.21
C 37.050 -8.047 -28.938 -0.23
O 37.501 -6.755 -29.320 -0.19
C 38.896 -6.635 -29.171 -0.13
H 36.070 -7.339 -34.191 0.09
H 35.201 -5.972 -33.490 0.08
H 34.304 -7.103 -34.448 0.09
H 32.786 -7.648 -32.402 0.12
H 33.803 -6.272 -31.934 0.11
H 33.299 -8.816 -30.298 0.12
H 32.750 -7.154 -30.062 0.09
H 35.113 -6.566 -29.725 0.10
H 36.077 -8.615 -30.863 0.11
H 35.540 -9.413 -29.472 0.12
H 37.749 -8.872 -29.123 0.12
H 36.802 -8.012 -27.874 0.12
H 39.274 -6.975 -28.203 0.09
H 39.208 -5.593 -29.292 0.08
H 39.386 -7.116 -30.028 0.09
C 22.293 -5.607 -24.956 -0.14
O 22.733 -4.298 -24.729 -0.19
C 23.243 -4.072 -23.435 -0.23
C 24.180 -2.878 -23.577 -0.21
N 25.424 -3.307 -24.204 -0.06
C 26.529 -2.326 -24.169 -0.19
C 27.514 -2.801 -25.255 -0.21
O 26.838 -2.972 -26.496 -0.22
C 26.977 -4.258 -27.046 -0.10
H 22.093 -5.738 -26.019 0.08
H 21.406 -5.893 -24.377 0.09
H 23.067 -6.343 -24.704 0.06
H 23.698 -4.933 -22.941 0.12
H 22.436 -3.759 -22.754 0.12
H 24.433 -2.417 -22.615 0.12
H 23.753 -2.057 -24.168 0.12
H 25.268 -3.308 -25.208 0.09
H 27.001 -2.335 -23.185 0.12
H 26.229 -1.291 -24.390 0.11
H 27.984 -3.719 -24.899 0.11
H 28.328 -2.074 -25.339 0.11
H 27.077 -5.022 -26.271 0.08
H 27.867 -4.406 -27.672 0.06
H 26.180 -4.558 -27.731 0.09
C 32.544 -0.837 -31.065 -0.07
O 31.489 -1.442 -30.315 -0.23
C 30.230 -0.824 -30.223 -0.23
C 29.485 -1.488 -29.053 -0.19
N 28.010 -1.362 -29.223 -0.03
C 27.540 0.039 -28.945 -0.15
C 27.617 0.257 -27.420 -0.21
O 27.065 1.498 -27.030 -0.17
C 27.973 2.568 -27.154 -0.11
H 33.164 -1.679 -31.365 0.09
H 33.036 -0.063 -30.478 0.08
H 32.083 -0.471 -31.989 0.09
H 29.696 -0.959 -31.168 0.09
H 30.290 0.247 -29.991 0.12
H 30.012 -1.092 -28.183 0.10
H 29.497 -2.571 -29.197 0.10
H 27.647 -1.963 -28.486 0.07
H 26.487 0.012 -29.228 0.11
H 28.100 0.740 -29.554 0.10
H 28.686 0.257 -27.163 0.11
H 27.241 -0.590 -26.851 0.10
H 27.562 3.478 -26.724 0.09
H 28.384 2.727 -28.154 0.09
H 28.814 2.319 -26.488 0.07
C 26.357 -6.013 -30.879 -0.11
O 24.959 -6.002 -30.957 -0.20
C 24.395 -6.412 -32.196 -0.19
C 24.457 -5.260 -33.222 -0.22
N 23.941 -4.067 -32.558 -0.04
C 24.142 -2.887 -33.387 -0.23
C 24.037 -1.634 -32.559 -0.20
O 23.724 -0.583 -33.497 -0.20
C 24.020 0.692 -32.982 -0.13
H 26.790 -5.434 -31.708 0.07
H 26.841 -6.992 -30.948 0.08
H 26.680 -5.482 -29.986 0.07
H 23.336 -6.528 -31.986 0.12
H 24.955 -7.238 -32.639 0.12
H 23.765 -5.457 -34.045 0.12
H 25.460 -5.194 -33.665 0.11
H 24.208 -3.934 -31.595 0.11
H 23.400 -2.854 -34.192 0.13
H 25.089 -2.870 -33.948 0.10
H 24.989 -1.350 -32.103 0.10
H 23.196 -1.693 -31.863 0.13
H 23.511 1.505 -33.505 0.09
H 25.082 0.924 -33.125 0.08
H 23.712 0.773 -31.936 0.09
C 28.826 -3.272 -32.517 -0.10
C 27.586 -2.432 -32.698 -0.24
C 27.840 -1.119 -33.475 -0.16
C 28.671 -1.233 -34.665 -0.24
N 29.312 -1.297 -35.612 0.15
H 29.531 -3.253 -33.352 0.08
H 28.648 -4.353 -32.475 0.06
H 29.356 -3.062 -31.585 0.06
H 27.090 -2.281 -31.740 0.09
H 26.896 -3.064 -33.266 0.08
H 28.367 -0.369 -32.880 0.11
H 26.873 -0.731 -33.803 0.10
C 25.876 -9.632 -29.148 -0.10
C 24.523 -9.122 -28.650 -0.23
C 24.071 -10.034 -27.472 -0.19
C 23.284 -9.374 -26.443 -0.23
N 22.661 -8.853 -25.633 0.16
H 25.663 -10.587 -29.651 0.08
H 26.513 -10.087 -28.386 0.07
H 26.420 -8.996 -29.839 0.05
H 23.750 -9.042 -29.416 0.11
H 24.494 -8.098 -28.269 0.10
H 24.938 -10.342 -26.872 0.11
H 23.659 -11.000 -27.764 0.12
C 33.031 -9.718 -23.015 -0.11
C 34.064 -9.129 -23.960 -0.24
C 34.233 -10.059 -25.197 -0.18
C 33.161 -9.787 -26.152 -0.20
N 32.295 -9.529 -26.855 0.17
H 33.135 -10.793 -22.871 0.07
H 32.004 -9.456 -23.280 0.07
H 33.112 -9.248 -22.029 0.07
H 35.037 -8.999 -23.488 0.11
H 33.723 -8.155 -24.309 0.09
H 34.390 -11.123 -25.024 0.12
H 35.183 -9.788 -25.673 0.11

187
Properties=species:S:1:pos:R:3:lowdin_charge:R:1 method="wB97M-V/def2-TZVPD" total_charge=-1 multiplicity=1 e_tot_ev=-129202.6932 fmax_ha_per_bohr=0.070 orbital_gap_ha=0.198 homo_ha=-0.14047 e_lumo_ev=1.6
K 14.407 19.646 11.190 0.84
K 11.192 15.676 12.473 0.76
P 13.454 17.832 13.577 0.05
O 13.555 16.552 12.722 -0.43
O 12.953 17.308 14.966 -0.13
O 12.301 18.662 12.945 -0.40
O 14.726 18.619 13.603 -0.39
C 12.109 16.628 8.902 -0.03
C 10.716 17.282 8.910 -0.48
C 9.741 16.166 8.528 -0.14
C 8.320 16.604 8.774 -0.17
C 8.110 16.985 10.241 -0.15
C 9.038 18.096 10.642 -0.49
N 10.387 17.701 10.296 -0.09
O 11.309 18.676 10.681 -0.07
C 8.474 19.378 10.029 -0.02
C 8.794 18.141 12.210 -0.01
C 10.889 18.421 7.883 -0.03
H 12.310 16.166 7.927 0.10
H 12.177 15.916 9.706 0.05
H 12.815 17.435 9.186 0.08
H 9.913 15.868 7.512 0.12
H 9.980 15.303 9.146 0.08
H 7.590 15.808 8.565 0.11
H 8.032 17.372 8.069 0.10
H 8.143 16.098 10.917 0.10
H 7.105 17.408 10.421 0.13
H 7.790 19.899 10.706 0.08
H 9.221 20.134 9.792 0.07
H 7.928 19.131 9.127 0.07
H 9.459 18.835 12.709 0.06
H 7.797 18.492 12.359 0.08
H 8.923 17.140 12.666 0.06
H 9.980 19.028 7.746 0.07
H 11.166 18.041 6.873 0.09
H 11.652 19.120 8.229 0.07
H 11.664 18.473 11.575 -0.01
C 10.667 22.687 15.573 -0.02
C 9.893 21.803 14.576 -0.49
C 8.473 22.203 14.243 -0.13
C 8.362 23.450 13.348 -0.16
C 9.088 23.104 12.044 -0.16
C 10.536 22.746 12.300 -0.52
N 10.619 21.670 13.279 -0.07
O 11.978 21.261 13.447 -0.03
C 11.009 22.172 10.970 -0.04
C 11.371 24.043 12.512 -0.01
C 9.842 20.409 15.243 -0.04
H 11.005 23.599 15.066 0.05
H 11.543 22.166 15.943 0.08
H 10.050 23.033 16.420 0.09
H 7.992 21.461 13.632 0.11
H 7.897 22.300 15.167 0.12
H 8.868 24.270 13.811 0.10
H 7.353 23.724 13.132 0.10
H 9.031 23.801 11.195 0.12
H 8.517 22.259 11.661 0.11
H 10.482 22.663 10.123 0.10
H 12.087 22.210 10.819 0.07
H 10.794 21.114 10.904 0.06
H 10.889 24.840 11.921 0.09
H 11.408 24.310 13.529 0.03
H 12.385 23.769 12.228 0.08
H 10.833 20.067 15.642 0.10
H 9.465 19.701 14.510 0.06
H 9.257 20.458 16.173 0.09
H 12.020 20.285 13.363 0.03
C 10.919 10.773 10.429 -0.01
C 10.317 12.135 10.040 -0.48
C 9.095 12.098 9.124 -0.13
C 7.869 11.572 9.951 -0.13
C 7.614 12.718 11.006 -0.13
C 8.738 12.780 11.974 -0.53
N 9.937 12.975 11.207 -0.08
O 11.016 13.169 12.076 -0.14
C 8.520 14.004 12.813 -0.05
C 8.681 11.558 13.051 0.01
C 11.398 12.975 9.278 -0.01
H 11.899 10.975 10.862 0.08
H 10.929 10.099 9.537 0.10
H 10.371 10.269 11.228 0.06
H 8.684 12.983 8.645 0.11
H 9.266 11.324 8.324 0.13
H 8.230 10.685 10.494 0.10
H 7.125 11.225 9.304 0.08
H 6.665 12.456 11.532 0.13
H 7.568 13.682 10.525 0.10
H 9.326 14.166 13.567 0.06
H 8.482 14.839 12.124 0.04
H 7.600 13.923 13.473 0.13
H 7.633 11.456 13.422 0.09
H 9.012 10.592 12.653 0.05
H 9.289 11.826 13.931 0.06
H 11.879 12.416 8.490 0.09
H 12.072 13.248 10.065 0.06
H 10.907 13.840 8.840 0.05
H 11.199 12.308 12.523 0.11
C 8.431 17.175 15.536 -0.04
C 9.353 16.499 16.562 -0.51
C 8.503 16.013 17.723 -0.16
C 9.384 15.284 18.697 -0.20
C 9.936 14.055 18.008 -0.15
C 10.724 14.401 16.744 -0.46
N 9.948 15.323 15.928 -0.13
O 10.812 15.660 14.838 -0.41
C 12.214 14.859 17.115 -0.01
C 10.916 13.116 15.874 -0.04
C 10.311 17.588 17.073 -0.02
H 7.888 18.036 15.990 0.10
H 7.692 16.457 15.143 0.08
H 8.884 17.462 14.629 0.01
H 8.067 16.830 18.299 0.11
H 7.655 15.343 17.419 0.13
H 8.856 14.910 19.575 0.11
H 10.245 15.885 19.024 0.10
H 9.100 13.433 17.633 0.12
H 10.529 13.449 18.686 0.11
H 12.925 15.153 16.376 0.05
H 12.221 15.768 17.757 0.07
H 12.558 13.990 17.691 0.07
H 11.747 12.537 16.271 0.06
H 10.106 12.405 15.989 0.06
H 11.084 13.295 14.830 0.04
H 10.881 17.238 17.893 0.04
H 9.774 18.517 17.355 0.08
H 10.966 17.863 16.241 0.07
H 12.092 16.887 14.940 -0.01
C 17.533 11.149 14.785 -0.02
C 16.638 11.178 13.480 -0.45
C 15.727 9.909 13.494 -0.12
C 14.600 10.097 14.548 -0.18
C 13.827 11.394 14.314 -0.14
C 14.732 12.604 14.281 -0.50
N 15.808 12.448 13.314 -0.05
O 16.604 13.617 13.330 -0.06
C 13.847 13.797 13.770 -0.02
C 15.147 13.007 15.710 -0.01
C 17.492 10.998 12.234 -0.05
H 16.966 10.889 15.686 0.06
H 17.991 12.112 14.890 0.07
H 18.322 10.384 14.665 0.08
H 15.245 9.823 12.526 0.10
H 16.323 8.983 13.665 0.13
H 14.975 10.183 15.541 0.08
H 13.961 9.225 14.554 0.10
H 13.044 11.537 15.085 0.11
H 13.346 11.255 13.301 0.12
H 12.991 14.089 14.359 0.06
H 14.524 14.662 13.896 0.09
H 13.627 13.598 12.746 0.05
H 15.729 12.209 16.197 0.06
H 15.736 13.947 15.655 0.10
H 14.273 13.203 16.294 0.05
H 18.008 11.943 12.027 0.07
H 16.953 10.728 11.319 0.09
H 18.237 10.247 12.426 0.07
H 16.142 14.335 12.858 0.07
C 16.001 16.102 8.852 -0.01
C 16.048 15.113 10.036 -0.46
C 17.036 13.970 9.851 -0.12
C 18.543 14.392 9.844 -0.18
C 18.735 14.948 11.185 -0.17
C 17.824 16.129 11.554 -0.46
N 16.432 15.747 11.339 -0.09
O 15.708 16.930 11.476 -0.16
C 17.983 16.450 13.045 -0.02
C 18.318 17.448 10.753 0.00
C 14.644 14.492 10.235 -0.02
H 17.002 16.462 8.623 0.06
H 15.432 16.978 9.075 0.06
H 15.511 15.558 8.079 0.07
H 16.972 13.292 10.709 0.09
H 16.826 13.342 8.982 0.12
H 18.691 15.025 8.958 0.10
H 19.228 13.599 9.554 0.11
H 19.749 15.294 11.400 0.13
H 18.516 14.190 11.916 0.09
H 18.707 17.244 13.319 0.09
H 17.029 16.751 13.464 0.08
H 18.300 15.525 13.566 0.08
H 18.464 17.195 9.720 0.04
H 17.520 18.186 10.926 0.07
H 19.244 17.765 11.200 0.06
H 14.316 13.921 9.338 0.09
H 13.867 15.228 10.493 0.06
H 14.690 13.734 11.016 0.07
H 14.792 16.755 11.943 0.02